{
  "formula": "C47H62CdCl2N3O6S",
  "method": "ωB97M-V with the def2-TZVPD basis set",
  "total_charge": -1,
  "homo_energy_ev": [-4.6, -4.8],
  "species": ["Cd", "C", "C", "C", "C", "C", "C", "C", "N", "C", "C", "C", "C", "C", "C", "O", "C", "C", "C", "C", "C", "C", "C", "C", "C", "O", "C", "C", "C", "C", "C", "C", "H", "H", "H", "H", "H", "H", "H", "H", "H", "H", "H", "H", "H", "H", "H", "H", "H", "H", "H", "H", "H", "H", "H", "H", "H", "H", "H", "H", "H", "H", "H", "H", "H", "H", "H", "H", "H", "H", "H", "H", "O", "S", "O", "N", "C", "C", "C", "C", "C", "C", "C", "C", "N", "C", "C", "C", "C", "C", "C", "C", "H", "H", "H", "H", "H", "H", "H", "H", "H", "H", "H", "O", "H", "H", "C", "C", "C", "O", "H", "H", "H", "H", "H", "H", "H", "Cl", "C", "Cl", "H", "H"],
  "xyz": [[-0.253, 1.415, -0.031], [4.786, -3.889, 2.936], [3.461, -4.261, 2.255], [2.754, -5.350, 3.075], [3.777, -4.831, 0.874], [2.559, -3.033, 2.176], [2.100, -2.525, 1.007], [1.273, -1.359, 0.984], [0.848, -0.738, -0.108], [0.904, -1.228, -1.356], [0.804, -2.599, -1.717], [0.896, -2.991, -3.019], [1.110, -1.984, -4.019], [1.164, -0.648, -3.770], [1.056, -0.200, -2.382], [1.146, 0.997, -2.052], [1.349, 0.401, -4.861], [2.654, 1.174, -4.613], [0.160, 1.376, -4.865], [1.441, -0.235, -6.250], [0.782, -4.448, -3.462], [0.495, -5.383, -2.287], [2.112, -4.872, -4.103], [-0.350, -4.615, -4.486], [0.965, -0.665, 2.238], [0.250, 0.350, 2.219], [1.493, -1.224, 3.483], [2.212, -2.370, 3.404], [1.251, -0.481, 4.793], [1.998, 0.860, 4.734], [1.783, -1.273, 5.990], [-0.248, -0.229, 5.030], [5.446, -4.759, 2.978], [4.632, -3.537, 3.957], [5.293, -3.097, 2.382], [3.383, -6.242, 3.140], [1.807, -5.628, 2.608], [2.541, -5.016, 4.091], [4.422, -5.706, 0.979], [4.297, -4.104, 0.247], [2.870, -5.145, 0.353], [2.407, -2.951, 0.065], [0.583, -3.311, -0.935], [1.204, -2.321, -5.043], [2.630, 1.684, -3.653], [2.791, 1.919, -5.402], [3.512, 0.496, -4.634], [-0.015, 1.819, -3.885], [-0.754, 0.859, -5.169], [0.351, 2.174, -5.589], [2.306, -0.898, -6.341], [1.548, 0.556, -6.996], [0.540, -0.802, -6.497], [1.316, -5.385, -1.567], [0.370, -6.404, -2.655], [-0.421, -5.102, -1.764], [2.936, -4.732, -3.402], [2.330, -4.288, -4.999], [2.076, -5.927, -4.390], [-1.324, -4.453, -4.020], [-0.340, -5.630, -4.894], [-0.253, -3.919, -5.321], [2.592, -2.805, 4.319], [3.076, 0.691, 4.671], [1.793, 1.439, 5.639], [1.678, 1.460, 3.886], [2.863, -1.432, 5.928], [1.292, -2.245, 6.086], [1.587, -0.707, 6.903], [-0.638, 0.524, 4.348], [-0.395, 0.130, 6.051], [-0.824, -1.151, 4.914], [0.245, 3.483, 3.627], [0.055, 3.548, 2.196], [1.140, 3.093, 1.332], [-1.198, 2.775, 1.650], [-2.474, 2.899, 2.120], [-2.933, 3.835, 3.029], [-4.298, 3.933, 3.353], [-5.227, 3.101, 2.799], [-4.797, 2.086, 1.911], [-5.697, 1.163, 1.333], [-5.224, 0.173, 0.525], [-3.834, 0.099, 0.305], [-2.967, 0.943, 0.805], [-3.428, 1.954, 1.590], [-0.138, 5.278, 1.812], [-0.282, 6.219, 2.817], [-0.448, 7.557, 2.480], [-0.472, 7.940, 1.147], [-0.319, 6.988, 0.145], [-0.146, 5.655, 0.476], [-2.237, 4.514, 3.500], [-4.607, 4.699, 4.055], [-6.281, 3.188, 3.034], [-6.755, 1.257, 1.551], [-5.877, -0.555, 0.063], [-3.438, -0.696, -0.319], [-0.249, 5.898, 3.850], [-0.559, 8.298, 3.261], [-0.606, 8.982, 0.886], [-0.334, 7.281, -0.898], [-0.016, 4.903, -0.291], [-1.983, -1.703, 2.415], [-1.436, -0.977, 2.740], [-2.468, -1.276, 1.700], [-1.508, 4.469, -2.566], [-2.095, 3.445, -1.589], [-3.559, 3.172, -1.948], [-1.349, 2.278, -1.627], [-1.993, 5.447, -2.484], [-1.630, 4.104, -3.590], [-0.437, 4.587, -2.389], [-2.100, 3.903, -0.583], [-3.641, 2.880, -3.000], [-4.192, 4.049, -1.779], [-3.939, 2.349, -1.340], [-3.767, -2.649, -2.662], [-2.407, -1.722, -3.369], [-2.245, -0.113, -2.685], [-2.592, -1.650, -4.435], [-1.505, -2.282, -3.161]],
  "forces_ev_per_a": [[-0.138, -0.073, 0.191], [0.002, 0.005, 0.004], [-0.001, 0.010, -0.012], [0.006, -0.007, 0.005], [-0.003, -0.009, -0.015], [0.006, -0.037, -0.019], [0.011, 0.020, -0.002], [-0.014, 0.000, 0.013], [-0.052, -0.086, -0.074], [0.049, 0.066, -0.023], [0.001, -0.019, -0.018], [0.007, -0.010, 0.028], [-0.006, 0.016, -0.015], [0.000, -0.004, 0.019], [-0.011, 0.042, 0.007], [0.067, 0.023, 0.025], [-0.016, -0.018, -0.040], [0.020, 0.025, -0.008], [-0.007, 0.006, 0.000], [0.005, -0.006, 0.007], [0.003, 0.002, 0.021], [0.016, -0.008, 0.011], [-0.003, 0.005, -0.025], [-0.016, 0.005, -0.007], [0.009, 0.002, 0.015], [-0.097, 0.020, -0.050], [-0.008, -0.001, -0.014], [-0.010, 0.010, 0.038], [0.030, -0.019, 0.027], [-0.007, 0.017, 0.004], [-0.002, 0.000, -0.007], [-0.021, -0.021, 0.000], [-0.005, -0.003, 0.002], [0.002, 0.006, -0.005], [0.002, -0.004, -0.003], [0.002, 0.003, 0.001], [0.002, -0.001, -0.002], [-0.005, 0.000, 0.000], [-0.003, 0.001, 0.000], [0.005, 0.001, 0.005], [-0.004, 0.005, 0.002], [-0.005, -0.005, -0.005], [0.011, -0.004, 0.004], [0.004, 0.005, -0.009], [-0.005, -0.004, -0.014], [0.004, -0.001, -0.001], [0.000, -0.002, 0.010], [0.000, -0.005, 0.004], [-0.003, -0.006, 0.004], [0.002, 0.000, 0.008], [-0.003, 0.000, 0.004], [0.005, 0.003, 0.005], [-0.005, 0.005, 0.003], [-0.008, 0.014, 0.007], [0.014, -0.001, -0.002], [-0.006, -0.008, -0.011], [-0.003, -0.010, 0.003], [0.004, 0.006, 0.004], [-0.004, 0.002, -0.003], [0.006, 0.010, -0.002], [-0.007, -0.004, 0.011], [0.008, -0.011, 0.000], [-0.005, 0.001, 0.006], [0.003, 0.001, -0.010], [0.004, -0.007, -0.001], [0.006, -0.013, 0.030], [-0.003, -0.001, -0.006], [-0.006, 0.006, -0.001], [0.003, 0.005, -0.002], [0.013, -0.002, 0.009], [-0.001, 0.022, -0.006], [0.006, -0.002, 0.022], [-0.016, 0.046, 0.004], [0.049, 0.029, -0.041], [0.132, -0.012, 0.063], [0.103, 0.150, -0.063], [-0.013, -0.108, 0.035], [-0.027, 0.018, 0.005], [-0.001, -0.014, -0.009], [-0.002, 0.014, 0.003], [-0.013, -0.010, 0.011], [0.033, 0.005, -0.009], [0.010, 0.019, 0.023], [-0.014, -0.046, -0.032], [0.001, 0.009, 0.001], [-0.006, -0.013, 0.003], [-0.019, -0.020, -0.048], [0.018, 0.017, 0.032], [0.000, -0.005, -0.004], [-0.003, -0.003, -0.003], [0.007, -0.011, 0.005], [-0.024, -0.004, -0.026], [0.019, -0.011, -0.025], [-0.009, -0.005, 0.001], [0.004, 0.006, 0.008], [-0.004, -0.010, -0.006], [-0.004, 0.002, 0.001], [0.009, 0.013, 0.008], [-0.003, -0.008, -0.005], [0.000, 0.004, -0.004], [0.001, 0.001, 0.001], [-0.002, 0.008, 0.002], [-0.004, 0.008, 0.019], [-0.008, 0.001, 0.054], [0.011, 0.008, -0.010], [-0.033, -0.027, -0.022], [0.015, 0.032, 0.000], [-0.093, -0.028, 0.038], [-0.002, -0.008, 0.019], [0.010, 0.004, -0.132], [-0.019, -0.008, 0.000], [0.010, -0.012, 0.003], [-0.008, 0.011, 0.004], [0.032, -0.026, 0.015], [0.012, -0.033, 0.011], [0.023, 0.015, -0.027], [-0.028, 0.026, 0.015], [-0.002, -0.002, 0.002], [-0.039, -0.006, 0.028], [0.030, -0.004, -0.090], [-0.004, 0.017, -0.001], [0.028, 0.015, -0.001]]
}


{
  "formula": "C37H36ClN2P2SSn",
  "method": "ωB97M-V with the def2-TZVPD basis set",
  "total_charge": 3,
  "homo_energy_ev": [-15.8, -16.4],
  "species": ["Sn", "Cl", "P", "P", "C", "C", "C", "C", "C", "C", "C", "C", "C", "C", "C", "H", "H", "H", "H", "H", "C", "C", "C", "C", "C", "H", "H", "H", "H", "H", "C", "C", "C", "C", "C", "H", "H", "H", "H", "H", "C", "C", "C", "C", "C", "H", "H", "H", "H", "H", "C", "C", "C", "C", "C", "H", "H", "H", "H", "H", "C", "C", "C", "C", "C", "H", "H", "H", "H", "H", "H", "H", "N", "C", "N", "S", "H", "H", "H", "H"],
  "xyz": [[0.913, -1.699, -0.657], [2.469, -1.546, -2.503], [1.887, -0.245, 1.685], [-1.466, -0.027, -2.028], [1.414, 0.480, 3.292], [3.470, 0.587, 1.320], [2.308, -1.970, 2.166], [-2.510, -1.500, -2.423], [-2.707, 1.327, -1.982], [-0.542, 0.359, -3.568], [1.226, -0.290, 4.450], [0.823, 0.323, 5.635], [0.600, 1.701, 5.678], [0.769, 2.472, 4.519], [1.172, 1.868, 3.333], [1.400, -1.366, 4.429], [0.692, -0.288, 6.529], [0.309, 2.182, 6.614], [0.592, 3.549, 4.543], [1.268, 2.453, 2.416], [1.217, -2.865, 2.338], [1.458, -4.222, 2.561], [2.779, -4.683, 2.640], [3.850, -3.804, 2.459], [3.619, -2.454, 2.197], [0.182, -2.497, 2.264], [0.612, -4.913, 2.677], [2.956, -5.737, 2.853], [4.874, -4.169, 2.528], [4.448, -1.770, 2.025], [4.291, 1.105, 2.333], [5.478, 1.762, 1.997], [5.834, 1.920, 0.655], [5.012, 1.420, -0.362], [3.835, 0.754, -0.034], [4.003, 1.002, 3.381], [6.120, 2.149, 2.791], [6.760, 2.435, 0.395], [5.304, 1.553, -1.408], [3.190, 0.332, -0.809], [-2.660, 2.472, -2.797], [-3.616, 3.479, -2.647], [-4.606, 3.381, -1.668], [-4.650, 2.253, -0.839], [-3.726, 1.227, -1.011], [-1.880, 2.573, -3.552], [-3.586, 4.349, -3.303], [-5.358, 4.165, -1.551], [-5.419, 2.165, -0.068], [-3.751, 0.358, -0.348], [-2.088, -2.778, -1.999], [-2.872, -3.902, -2.226], [-4.100, -3.780, -2.887], [-4.533, -2.522, -3.314], [-3.744, -1.388, -3.081], [-1.127, -2.897, -1.473], [-2.527, -4.882, -1.885], [-4.709, -4.668, -3.068], [-5.489, -2.405, -3.830], [-4.107, -0.411, -3.402], [-0.853, -0.215, -4.805], [-0.084, 0.091, -5.930], [1.003, 0.958, -5.828], [1.324, 1.542, -4.594], [0.557, 1.248, -3.467], [-1.700, -0.895, -4.881], [-0.339, -0.352, -6.890], [1.612, 1.193, -6.700], [2.174, 2.228, -4.506], [0.811, 1.695, -2.498], [0.730, -4.239, -0.890], [1.251, -3.807, -1.305], [-2.932, 1.737, 3.554], [-2.426, 1.973, 2.321], [-2.677, 3.212, 1.849], [-1.566, 0.773, 1.499], [-3.641, 2.332, 3.956], [-2.844, 0.795, 3.911], [-2.406, 3.442, 0.904], [-3.354, 3.808, 2.318]],
  "forces_ev_per_a": [[0.372, 0.970, -0.455], [-0.681, -0.200, 0.947], [1.689, -0.076, 1.702], [-2.072, 0.555, -2.842], [-0.356, -0.529, -0.932], [-0.184, 0.285, -0.609], [-0.535, -0.298, -0.704], [0.560, -0.317, 0.774], [0.294, -0.197, 0.780], [0.825, 0.183, 0.728], [-0.446, -0.163, 0.807], [0.370, -1.052, -0.440], [0.032, 0.614, -0.177], [0.217, 0.182, -0.376], [-0.592, 1.005, 0.258], [-0.038, 0.327, 0.064], [0.077, 0.234, -0.228], [0.029, -0.169, -0.308], [0.070, -0.358, 0.024], [0.039, -0.094, 0.331], [0.179, -0.060, -0.453], [-0.090, 0.125, 0.052], [-0.182, 0.051, 0.061], [-0.099, -0.029, 0.077], [-0.069, 0.028, 0.050], [0.393, -0.116, 0.188], [0.474, 0.310, 0.022], [0.045, 0.283, -0.120], [-0.255, 0.058, -0.056], [-0.118, -0.202, 0.067], [0.134, 0.188, 0.058], [-0.203, -0.160, 0.010], [-0.121, -0.072, 0.034], [0.040, -0.083, -0.020], [-0.104, -0.066, 0.400], [0.167, -0.011, -0.276], [-0.200, -0.112, -0.289], [-0.263, -0.126, 0.091], [-0.143, -0.094, 0.412], [0.327, 0.341, 0.109], [0.194, 0.258, -0.034], [0.221, -0.085, -0.210], [-0.015, -0.202, 0.072], [-0.061, -0.338, -0.085], [-0.051, 0.089, 0.485], [-0.246, 0.001, 0.172], [0.000, -0.286, 0.166], [0.319, -0.199, -0.068], [0.226, 0.003, -0.318], [-0.090, 0.278, -0.260], [-0.086, 0.148, -0.097], [0.167, -0.124, -0.033], [0.128, 0.220, 0.011], [0.296, 0.149, 0.019], [-0.398, 0.067, 0.089], [-0.646, -0.058, -0.241], [-0.163, 0.360, -0.157], [0.155, 0.301, 0.082], [0.339, -0.077, 0.156], [0.111, -0.277, 0.056], [0.105, -0.335, -0.179], [-0.289, -0.049, 0.224], [0.120, 0.158, 0.318], [-0.154, 0.114, 0.291], [0.064, -0.099, -0.120], [0.234, 0.089, -0.096], [0.020, 0.113, 0.214], [-0.192, -0.124, 0.185], [-0.388, -0.308, -0.087], [-0.056, -0.132, -0.366], [0.922, 0.595, -0.662], [-0.712, -1.348, 0.458], [0.415, -0.535, -0.602], [-1.043, 0.943, 0.838], [0.169, -0.673, -0.190], [0.550, 0.076, 0.160], [0.129, 0.015, 0.091], [-0.135, 0.200, 0.008], [-0.075, 0.001, 0.168], [0.335, -0.081, -0.220]]
}


{
  "formula": "C5H5N5O2",
  "method": "ωB97M-V with the def2-TZVPD basis set",
  "total_charge": 0,
  "smiles": "[O-][N+]#Cn1cncn1.CC#[N+][O-]",
  "homo_energy_ev": -9.1,
  "species": ["O", "N", "C", "N", "C", "N", "C", "N", "H", "H", "C", "C", "N", "O", "H", "H", "H"],
  "xyz": [[-1.940, -2.608, -0.691], [-0.917, -1.979, -0.663], [-0.173, -1.078, -0.703], [1.068, -0.706, -0.312], [1.932, 0.264, -0.790], [2.795, 0.474, 0.145], [2.490, -0.378, 1.142], [1.403, -1.071, 0.915], [1.837, 0.723, -1.818], [3.104, -0.442, 2.038], [-2.172, 0.559, 0.765], [-1.360, 0.800, -0.412], [-0.877, 1.629, -1.070], [-0.250, 2.187, -1.912], [-3.154, 0.933, 0.817], [-2.109, -0.480, 0.984], [-1.677, 1.175, 1.566]],
  "forces_ev_per_a": [[0.095, -0.234, 0.164], [-0.940, -0.217, -0.415], [0.686, -0.477, -0.785], [-0.327, 0.693, -1.081], [-1.064, -0.130, -0.958], [1.554, 0.800, -0.654], [-0.090, 0.108, 0.525], [0.975, -0.624, 1.689], [0.090, -0.577, 1.594], [-0.458, -0.114, -0.214], [1.907, 0.762, 1.701], [-1.236, 1.221, 0.306], [0.025, -0.811, -0.426], [0.710, 1.098, -0.869], [-1.404, 0.202, -0.853], [-0.319, -0.728, 0.621], [-0.203, -0.973, -0.344]]
}